Entry 1:
# C3H10OS

A cluster of 2 separate species, C3H10OS in total at a distorted geometry (ωB97M-V/def2-TZVPD, the Open Molecules 2025 dataset).

Structure (XYZ):
```
15
Properties=species:S:1:pos:R:3:mulliken_charge:R:1
C -0.3502 -0.8053 1.9407 -0.625
S 0.8761 0.5195 2.1755 -0.112
C 1.3782 1.2706 0.6398 -0.758
H -0.9328 -0.7748 1.0201 0.106
H 0.2148 -1.7366 1.9155 0.270
H -1.0809 -0.8128 2.7425 0.323
H 2.3301 0.7754 0.4081 0.270
H 1.6986 2.2853 0.8479 0.312
H 0.7452 1.2756 -0.2364 0.277
C -1.0070 -0.4236 -1.5934 -0.332
O -0.7692 0.1852 -2.8234 -0.536
H -1.9372 0.0064 -1.2332 0.279
H -1.0367 -1.5212 -1.6959 0.315
H -0.2064 -0.3627 -0.8413 -0.084
H 0.0775 0.1191 -3.2665 0.296
```

As for the total energy: -16154.52605 eV. The calculation puts the LUMO energy at 0.741 eV. For the energy relative to the best compared isomer or geometry (same formula, charge and spin), the calculation gives 129.3 kJ/mol. The gap between HOMO and LUMO comes out at 0.335 hartree. Its net charge is 0.

Entry 2:
# C22H25N3O5

An isolated molecule of C22H25N3O5 (ωB97M-V/def2-TZVPD, the Open Molecules 2025 dataset).

Structure (XYZ):
```
55
Properties=species:S:1:pos:R:3:mulliken_charge:R:1
C 0.5575 2.4312 1.7384 -1.563
C 1.4722 1.6174 0.8312 0.096
C 1.7328 0.2324 1.4174 -1.353
C 2.5008 -0.7038 0.4500 2.163
C 3.8115 -0.0747 0.0166 -0.216
C 4.8511 0.0070 0.9368 -0.317
C 6.0590 0.5791 0.5822 -0.932
C 6.2416 1.0812 -0.6951 -0.390
C 5.2076 1.0115 -1.6115 -0.972
C 3.9979 0.4365 -1.2599 -0.046
N 2.7089 -1.9976 1.0682 -0.024
C 2.0004 -2.9963 0.5021 0.265
O 1.9837 -4.1609 0.7839 -0.647
N 1.2617 -2.3968 -0.5426 0.226
C 0.3153 -3.1450 -1.3415 -1.106
C -1.1420 -2.8404 -0.9266 0.836
O -1.8740 -3.6953 -0.4908 -0.638
N -1.4499 -1.5352 -1.1141 -0.009
C -2.5970 -0.8372 -0.7199 0.143
C -2.5436 0.5542 -0.8434 -0.383
C -3.6346 1.3136 -0.4598 -0.047
O -3.6956 2.6737 -0.5276 -0.441
C -2.5845 3.3688 -1.0392 -0.560
C -4.7794 0.6926 0.0447 -0.546
C -4.8239 -0.6869 0.1618 0.721
O -5.8883 -1.3843 0.6367 -0.414
C -7.0348 -0.6741 1.0361 -0.854
C -3.7248 -1.4600 -0.2223 -0.671
C 1.5511 -1.0808 -0.6793 -0.183
O 1.0755 -0.3452 -1.5222 -0.779
H -0.4122 1.9476 1.8389 0.325
H 0.9930 2.5337 2.7300 0.404
H 0.4066 3.4271 1.3288 0.367
H 1.0130 1.5133 -0.1523 0.254
H 2.4222 2.1393 0.7000 0.296
H 0.7822 -0.2445 1.6725 0.369
H 2.3181 0.3260 2.3348 0.401
H 4.7205 -0.3696 1.9411 0.344
H 6.8579 0.6344 1.3064 0.390
H 7.1848 1.5272 -0.9721 0.393
H 5.3397 1.4052 -2.6080 0.420
H 3.1970 0.3983 -1.9804 0.455
H 3.3481 -2.1598 1.8260 0.237
H 0.4588 -2.8997 -2.3977 0.306
H 0.5120 -4.2047 -1.1640 0.457
H -0.7247 -0.9458 -1.5162 0.047
H -1.6470 1.0076 -1.2352 0.480
H -2.8552 4.4230 -1.0045 0.264
H -1.6909 3.2045 -0.4286 0.083
H -2.3739 3.0836 -2.0748 0.326
H -5.6019 1.3266 0.3286 0.493
H -6.8170 0.0091 1.8634 0.336
H -7.7465 -1.4278 1.3694 0.246
H -7.4681 -0.1095 0.2043 0.337
H -3.7730 -2.5296 -0.1209 0.612
```

As for the total energy: -37929.25816 eV. The calculation puts the LUMO energy at 0.583 eV. For the energy relative to the best compared isomer or geometry (same formula, charge and spin), the calculation gives 103.8 kJ/mol. The gap between HOMO and LUMO comes out at 0.325 hartree. Its net charge is 0.

Entry 3:
# C3H7NO

An isolated molecule of C3H7NO at a distorted geometry (ωB97M-V/def2-TZVPD, the Open Molecules 2025 dataset).

Structure (XYZ):
```
12
Properties=species:S:1:pos:R:3:mulliken_charge:R:1
C -1.0430 0.3654 0.7664 -1.438
C 0.2465 0.8473 0.1134 -0.005
C 0.9867 -0.2094 -0.6571 0.315
N 0.3434 -1.3548 -0.9517 -0.425
O 2.1649 0.0225 -0.9178 -0.623
H -0.9703 -0.4056 1.5271 0.383
H -1.8263 -0.0167 0.0916 0.384
H -1.5106 1.2237 1.2504 0.339
H 0.0631 1.7685 -0.4614 0.259
H 0.8812 1.2807 0.8896 0.262
H -0.4676 -1.6040 -0.3762 0.261
H 1.1318 -1.9176 -1.2742 0.288
```

As for the total energy: -6762.22653 eV. The calculation puts the LUMO energy at 0.876 eV. For the energy relative to the best compared isomer or geometry (same formula, charge and spin), the calculation gives 50.5 kJ/mol. The gap between HOMO and LUMO comes out at 0.388 hartree. Its net charge is 0.

Entry 4:
# C10H19Cl2IO11P2S

A cluster of 2 separate species, C10H19Cl2IO11P2S in total (ωB97M-V/def2-TZVPD, the Open Molecules 2025 dataset).

Structure (XYZ):
```
46
Properties=species:S:1:pos:R:3:mulliken_charge:R:1
O -2.2253 -1.7174 -2.4313 -0.673
P -0.8926 -1.1334 -2.2666 0.823
O 0.0472 -1.1262 -3.5401 -0.458
O 0.0411 -1.8413 -1.1977 -0.420
C -0.9417 0.6622 -1.7273 2.032
C 0.4344 1.3295 -1.9538 -1.522
C 1.3875 1.3233 -0.7678 -0.478
O 1.0303 2.3810 0.1125 -0.610
O -1.0912 0.5937 -0.2633 -0.390
S -2.3216 -0.0318 0.5069 1.279
O -2.5021 0.7767 1.6650 -0.699
O -2.0547 -1.4306 0.6516 -0.693
C -3.7429 0.3223 -0.5881 -0.362
Cl -4.8625 -1.0302 -0.5141 -0.132
C -3.4757 0.7836 -2.0337 -0.586
Cl -4.8491 1.8837 -2.4093 -0.148
C -2.1350 1.5258 -2.1953 -1.083
P -2.1424 2.5633 -3.7991 0.241
O -1.1797 3.8042 -3.3066 -0.518
I -0.6022 1.4853 -5.3720 -0.086
H 0.3579 -2.0140 -3.7688 0.330
H -0.4222 -1.9328 -0.3442 0.299
H 0.9145 0.8471 -2.8020 0.512
H 0.2934 2.3721 -2.2313 0.416
H 2.3948 1.5026 -1.1524 0.473
H 1.4011 0.3582 -0.2601 0.006
H 1.0261 2.0675 1.0219 0.354
H -4.2007 1.1464 -0.0441 0.657
H -3.5589 -0.0623 -2.7047 0.541
H -2.1707 2.3256 -1.4395 0.473
H -1.1655 3.9434 -2.3517 0.392
C 0.3037 -2.3655 2.8814 -1.372
C 0.9260 -1.1266 2.2765 0.439
O 1.8901 -0.5259 3.1627 -0.414
C 3.0874 -1.1112 3.1807 0.737
O 3.4378 -2.0322 2.4888 -0.561
O 3.8492 -0.4727 4.0670 -0.359
C 5.1765 -0.9958 4.1948 -0.647
H -0.1289 -2.1303 3.8538 0.356
H -0.4909 -2.7366 2.2334 0.318
H 1.0515 -3.1469 3.0061 0.400
H 0.1820 -0.3449 2.1266 0.075
H 1.4125 -1.3476 1.3245 0.239
H 5.6639 -1.0468 3.2238 0.304
H 5.1497 -1.9899 4.6379 0.290
H 5.6980 -0.3047 4.8491 0.225
```

As for the total energy: -95761.82929 eV. The calculation puts the LUMO energy at -0.101 eV. The gap between HOMO and LUMO comes out at 0.331 hartree. Its net charge is 0.